1.
DFT (the ωB97M-V functional and the def2-TZVPD basis) results for a cluster of 10 separate species, C16H30F3N7O23 in total.

Summary:
HOMO-LUMO gap (alpha / beta) (eV): 2.7577 / 6.0212
E (Ha): -3040.3675
Expectation value of S²: 0.754
HOMO (alpha / beta) (eV): -1.14 / -4.40
E_LUMO (alpha / beta) (eV): 1.62 / 1.62

Structure (ORCA input):
```
! RIJCOSX wB97M-V def2-TZVPD def2/J DEFGRID3
* xyz -1 2
C -2.54368 2.11332 3.32211
N -3.75932 1.91969 4.21765
O -4.27581 2.90573 4.74724
O -4.15881 0.75820 4.44655
H -2.63043 1.49014 2.43203
H -1.67538 1.73805 3.86370
H -2.44314 3.17039 3.07596
C -1.63880 4.78077 0.16846
N -3.01752 4.38493 -0.10224
O -3.29283 3.22100 -0.09044
O -3.83973 5.33262 -0.19652
H -1.84471 5.48206 0.97711
H -1.28531 5.32495 -0.70733
H -0.94987 3.97275 0.41456
C 1.35596 3.18911 -3.70899
N 0.01917 2.59035 -3.50618
O -0.23854 1.48879 -3.98130
O -0.75948 3.20828 -2.65675
H 1.84403 3.08668 -4.67821
H 2.14637 2.76456 -3.09003
H 1.25718 4.27028 -3.61200
C -0.66157 -0.09871 0.08608
N 0.39679 0.89216 -0.32115
O 0.65198 1.79632 0.54270
O 0.86467 0.91976 -1.42249
H -0.02806 -0.92913 0.39780
H -1.21179 -0.21154 -0.84806
H -1.27961 0.23091 0.92123
C 2.93311 -1.72692 3.80268
N 2.53446 -0.97378 2.54717
O 3.24394 -1.06075 1.50854
O 1.43988 -0.44792 2.63668
H 3.77648 -2.28849 3.40085
H 2.06581 -2.20672 4.25621
H 3.28334 -0.94795 4.47990
C 2.18043 -4.70400 -1.21443
N 2.29465 -3.98366 0.08115
O 1.65786 -2.93552 0.22489
O 3.16054 -4.43196 0.85097
H 3.00629 -4.40499 -1.85992
H 1.18914 -4.60042 -1.65569
H 2.09502 -5.73896 -0.88326
C -5.55126 -1.91257 -1.99449
N -4.29108 -2.09091 -1.19435
O -4.08839 -3.26074 -0.82359
O -3.59044 -1.13658 -1.00288
H -5.57524 -0.92004 -2.44440
H -6.47461 -1.98353 -1.41960
H -5.44333 -2.69567 -2.74496
C -1.89398 -4.52370 2.17248
C -2.11174 -3.23761 1.43658
O -1.41175 -3.48634 0.20455
C -1.51503 -4.84047 -0.06585
O -1.37834 -5.41485 -1.15881
O -1.92162 -5.44801 1.07066
F -1.52191 -2.17799 2.08154
H -2.63479 -4.66116 2.96015
H -0.95014 -4.63455 2.70630
H -3.17788 -3.03899 1.32711
C 3.24169 3.25073 2.33933
C 1.81753 3.78820 2.51889
O 1.86313 4.70916 1.44733
C 2.61791 4.15899 0.39773
O 2.60937 4.61964 -0.75746
O 3.39139 3.16099 0.92953
F 1.61079 4.33215 3.72912
H 3.27623 2.22190 2.69769
H 4.10464 3.84922 2.63128
H 0.98573 3.10600 2.34335
C 2.62000 -0.19738 -3.99486
C 1.67029 -1.30496 -3.81121
O 2.59191 -2.31374 -4.08777
C 3.80185 -2.00999 -3.58829
O 4.62896 -2.82758 -3.15345
O 3.84040 -0.75235 -3.55602
F 0.77802 -1.23183 -4.85720
H 2.30171 0.62337 -3.35209
H 2.74915 0.18344 -5.00797
H 1.16790 -1.24275 -2.84589
*
```

2.
DFT (the ωB97M-V functional and the def2-TZVPD basis) results for a structure of composition C16H30IN4O4ReS3Si4.

Summary:
HOMO-LUMO gap (alpha / beta) (eV): 7.3150 / 7.0134
E (Ha): -3876.4163
Expectation value of S²: 3.783
HOMO (alpha / beta) (eV): -5.34 / -5.87
E_LUMO (alpha / beta) (eV): 1.97 / 1.14

Structure (ORCA input):
```
! RIJCOSX wB97M-V def2-TZVPD def2/J DEFGRID3
* xyz -1 4
Re 1.56206 -1.32017 -0.04662
S 1.95438 -1.07307 2.25362
C 1.33146 -2.54651 2.94649
C 1.49207 -2.68153 4.36233
N 1.63542 -2.78774 5.49882
C 0.71793 -3.50742 2.21844
S 0.46741 -3.38881 0.50277
C 0.20836 -4.68561 2.85290
N -0.21514 -5.63731 3.34022
O 4.04018 -2.04410 -2.86493
S 3.08496 -2.82473 -1.93806
O 2.99805 -4.17709 -2.34886
O 1.76516 -2.04394 -2.03564
O 3.48012 -2.55306 -0.54184
I 4.91577 3.89891 0.12062
C 4.11634 2.09932 -0.45875
C 4.45331 1.32327 -1.56977
N 3.68666 0.24432 -1.62657
N 2.83554 0.29320 -0.56814
C 3.08553 1.40675 0.14059
H 5.21040 1.50515 -2.31633
H 3.97370 -1.08020 -2.48543
H 2.50689 1.65195 1.01448
C -2.16521 -2.42031 -1.62482
Si -2.40664 -1.18776 -0.21378
C -3.98366 -0.22844 -0.62383
C -2.84071 -2.11102 1.37027
Si -0.48647 0.18466 -0.02208
Si -0.83727 1.55372 1.86011
C -2.13117 2.87405 1.48089
C 0.67620 2.51273 2.44983
C -1.46606 0.56117 3.33195
Si -0.49628 1.48521 -1.99685
C -2.05128 2.52924 -2.24345
C -0.36370 0.34580 -3.49199
C 0.93781 2.70175 -2.09361
H -2.73189 -3.33500 -1.43164
H -1.12321 -2.70479 -1.77878
H -2.52864 -1.99022 -2.56135
H -4.82462 -0.92853 -0.59101
H -3.95534 0.20479 -1.62288
H -4.19405 0.57241 0.08758
H -3.63430 -2.82726 1.13403
H -3.22180 -1.43556 2.13681
H -2.00546 -2.66611 1.79199
H -1.76893 3.59761 0.74880
H -2.34054 3.41619 2.40871
H -3.07124 2.46260 1.11060
H 1.08005 3.17164 1.67735
H 1.47231 1.85470 2.80205
H 0.37739 3.13789 3.29689
H -2.52571 0.32351 3.22728
H -1.34588 1.15710 4.24154
H -0.92290 -0.37525 3.46934
H -2.95104 1.92396 -2.34087
H -1.93082 3.09856 -3.17061
H -2.21798 3.24282 -1.43572
H -1.32419 -0.12642 -3.71055
H 0.37104 -0.44879 -3.34613
H -0.06318 0.92260 -4.37182
H 1.02354 3.34036 -1.21145
H 0.77419 3.34825 -2.96194
H 1.89103 2.19055 -2.23122
*
```

3.
DFT (the ωB97M-V functional and the def2-TZVPD basis) results for a structure of composition C16H30N2OOsP2.

Summary:
HOMO-LUMO gap (alpha / beta) (eV): 4.1953 / 6.3476
E (Ha): -1585.5628
Expectation value of S²: 6.038
HOMO (alpha / beta) (eV): -4.50 / -6.68
E_LUMO (alpha / beta) (eV): -0.30 / -0.33

Structure (ORCA input):
```
! RIJCOSX wB97M-V def2-TZVPD def2/J DEFGRID3
* xyz 0 5
Os 0.23842 0.61614 0.55972
P -0.37432 -0.91891 -3.22970
P -0.27293 1.60051 2.48183
N 0.97515 -0.94911 0.95845
H -0.54039 0.24350 -2.43311
C 0.84498 -0.45582 -4.49915
H 0.65026 -0.98245 -5.44185
H 1.84712 -0.71173 -4.13003
H 0.82488 0.63010 -4.68452
C -2.06953 -0.89432 -3.87580
H -2.07007 -1.41288 -4.84463
H -2.39455 0.15766 -3.99898
H -2.72785 -1.39346 -3.14618
C 0.04246 -2.22176 -2.03721
H 0.00083 -3.23127 -2.47318
H -0.63742 -2.19934 -1.16533
H 1.04421 -2.06972 -1.59418
C 0.99192 2.82394 2.96712
H 0.84583 3.26881 3.96210
H 1.01310 3.59300 2.17963
H 1.96364 2.31593 2.94925
C -1.87738 2.46901 2.59129
H -1.98286 2.99627 3.54812
H -2.66529 1.71120 2.50935
H -2.00984 3.19000 1.77557
C -0.43343 0.34789 3.81736
H -0.54535 0.80798 4.80690
H 0.43074 -0.32457 3.82234
H -1.32540 -0.25319 3.60202
C 1.40259 -2.13274 1.40240
C 3.20337 -3.78731 1.72947
C 2.79081 -2.52736 1.33928
C 0.48844 -3.08889 1.95957
C 0.90772 -4.35252 2.35120
C 2.26739 -4.70381 2.25087
H 4.26174 -4.06304 1.61953
H 3.47999 -1.78081 0.93227
H -0.55616 -2.77409 2.02488
H 0.16168 -5.06417 2.72591
H 2.59383 -5.69936 2.57179
C -1.45271 2.35952 -1.17887
O -1.25210 1.43905 -0.31728
C -0.42247 2.75426 -2.15598
H -0.70508 3.69899 -2.63400
H -0.37516 2.02251 -2.98321
H 0.58975 2.84705 -1.71527
C -2.75529 3.09583 -1.15340
H -2.60624 4.14615 -0.83310
H -3.49451 2.60842 -0.50939
H -3.17223 3.14981 -2.16776
N 2.94662 1.77493 -0.28701
C 1.91115 1.32417 0.05091
*
```